No. 1
ORCA calculation (the ωB97M-V functional and the def2-TZVPD basis) on a structure of composition C18H44NO2P2Si2W in a non-equilibrium geometry.

Structure (XYZ):
```
70
Properties=species:S:1:pos:R:3:forces:R:3:nbo_charge:R:1
C -0.3846 -0.6397 -5.0088 -0.314 -0.227 0.452 -0.18
C -0.6494 -0.6528 -3.6009 0.975 0.373 -0.691 0.15
N 0.1607 0.1262 -2.7829 0.433 0.471 -1.233 -0.48
C 1.1331 0.9225 -3.3034 -0.625 -0.186 0.470 0.29
C 1.4283 0.9308 -4.6664 -0.638 -0.583 -0.517 -0.18
C 0.6475 0.1235 -5.5235 0.404 0.389 0.128 -0.15
C -1.6548 -1.4672 -3.0100 -0.723 0.793 -1.117 -0.50
P -2.0413 -1.1969 -1.2954 -2.624 -1.372 0.573 0.99
W -0.1820 0.0378 -0.6381 -5.950 10.784 2.504 0.47
P 1.7020 1.3675 -0.5768 2.840 1.931 -0.512 1.07
C 1.8187 1.8948 -2.3603 0.140 0.045 0.047 -0.74
O 0.4403 -3.4746 -2.6135 -1.367 0.659 -0.805 -0.95
O 2.6883 -2.1295 -1.9115 -0.549 -0.847 -0.065 -0.99
H -1.0132 -1.2514 -5.6631 0.259 0.253 0.242 0.24
H 2.2241 1.5722 -5.0535 -0.313 -0.291 0.155 0.25
H 0.8487 0.1171 -6.6007 -0.095 -0.004 0.485 0.25
C -3.6974 -0.4029 -1.0982 -0.106 -0.182 -0.726 -0.92
C -2.2913 -2.8405 -0.4938 0.041 -0.141 -0.482 -0.93
H 2.8611 2.0852 -2.6689 -0.397 -0.124 0.088 0.26
H 1.2805 2.8614 -2.4179 0.132 -0.390 -0.038 0.28
H -0.3136 -2.8166 -2.7581 1.353 -1.244 0.273 0.48
H -2.3687 -1.9676 -3.6775 0.456 0.011 0.152 0.25
C 1.7003 2.9303 0.3890 -0.091 0.017 -0.107 -0.94
C 3.3203 0.5826 -0.2062 -0.033 0.134 -0.079 -0.97
H 0.2862 -1.1897 -0.2051 1.379 -10.620 4.179 0.00
H 2.9645 -2.7746 -1.2359 0.002 0.381 -0.346 0.48
H 1.8830 -2.5757 -2.2999 0.910 0.476 0.447 0.50
H 0.4788 -3.9605 -3.4567 0.053 0.079 0.420 0.49
H -1.0336 1.3753 -0.8092 -2.300 3.173 -1.000 -0.29
H 0.8042 -1.0449 -0.8343 6.127 -4.178 -1.881 0.04
H -4.4878 -1.0230 -1.5562 0.234 0.254 0.259 0.24
H -3.9098 -0.2655 -0.0238 0.231 -0.120 -0.412 0.26
H -3.6694 0.5824 -1.5898 -0.019 -0.348 0.246 0.26
H -3.1661 -3.3593 -0.9245 0.319 0.213 0.237 0.25
H -1.3887 -3.4481 -0.6702 -0.331 0.189 0.190 0.26
H -2.4412 -2.7017 0.5903 0.072 0.022 -0.464 0.26
H 4.1586 1.2798 -0.3797 -0.326 -0.267 0.103 0.24
H 3.3224 0.2576 0.8484 0.068 0.125 -0.508 0.25
H 3.4035 -0.3021 -0.8616 0.011 0.372 0.287 0.29
H 2.6018 3.5375 0.1973 -0.340 -0.289 0.088 0.25
H 0.7947 3.5031 0.1314 0.346 -0.199 0.088 0.26
H 1.6474 2.6683 1.4590 0.080 0.105 -0.440 0.26
C -0.6749 2.6160 3.5005 0.195 0.074 0.237 -1.14
Si -1.5161 1.4698 2.2857 -0.007 0.033 -0.030 1.74
C -2.9252 0.6744 3.2243 -0.152 -0.295 0.129 -1.13
C -2.3339 2.5815 1.0227 -0.149 0.329 -0.139 -1.13
C -0.4307 0.0565 1.5639 0.544 1.051 -0.500 -1.56
Si 0.9247 -0.6220 2.7264 -0.547 -0.175 0.366 1.75
C 0.0727 -1.2857 4.2526 -0.107 -0.100 0.230 -1.14
C 1.7542 -2.0997 1.9339 0.255 -0.142 -0.208 -1.14
C 2.2055 0.5757 3.4151 0.085 0.274 -0.071 -1.14
H -1.4149 3.3644 3.8501 0.388 -0.353 -0.198 0.25
H 0.1685 3.1531 3.0322 -0.246 -0.151 0.421 0.23
H -0.3344 2.0415 4.3823 0.006 0.432 -0.336 0.24
H -3.5795 1.4666 3.6415 0.248 -0.489 -0.208 0.25
H -3.5154 0.0386 2.5330 0.111 0.229 0.478 0.22
H -2.5384 0.0512 4.0527 -0.360 0.211 -0.358 0.24
H -1.5698 3.1563 0.4643 -0.586 -0.299 0.070 0.23
H -2.9561 1.9842 0.3297 0.377 0.504 0.165 0.23
H -2.9908 3.3012 1.5528 0.291 -0.350 -0.196 0.24
H -1.1481 -0.7867 1.6165 0.160 -0.402 -0.189 0.29
H -0.6942 -2.0308 3.9574 0.315 0.356 0.348 0.23
H 0.8229 -1.7703 4.9104 -0.489 0.194 -0.238 0.25
H -0.4038 -0.4549 4.8081 0.132 -0.521 -0.124 0.24
H 2.3107 -1.8012 1.0273 -0.176 -0.329 0.312 0.23
H 2.4598 -2.5545 2.6586 -0.353 0.135 -0.426 0.25
H 0.9826 -2.8475 1.6569 0.469 0.295 0.092 0.24
H 2.7900 1.1105 2.6567 0.012 -0.103 0.250 0.22
H 1.7235 1.3379 4.0485 0.183 -0.293 -0.201 0.25
H 2.9051 0.0030 4.0573 -0.320 0.247 -0.368 0.26
```
Forces are in eV/Å.

Results
HOMO-LUMO gap (alpha / beta)   6.82 / 5.45 eV
⟨S²⟩   2.04
LUMO level (alpha / beta)   -4.05 / -5.76 eV
Energy   -61113.005 eV
Maximum force   12.6 eV/Å
Charge   +1
Highest occupied orbital energy (alpha / beta)   -10.865 / -11.205 eV
2S+1   3

No. 2
ORCA calculation (the ωB97M-V functional and the def2-TZVPD basis) on the ion C7H10N with charge +1 in a non-equilibrium geometry.

Structure (XYZ):
```
18
Properties=species:S:1:pos:R:3:forces:R:3:nbo_charge:R:1
C 0.5068 0.5627 -0.7683 0.391 -0.360 -0.026 -0.20
C -1.3178 0.2295 0.1612 1.285 -0.691 1.633 -0.22
C -0.7724 -0.2957 -1.2880 -1.535 0.148 -1.226 -0.11
C -0.0263 -0.5462 0.0530 -1.126 3.124 -0.083 0.01
C -0.7407 1.2915 -0.6205 0.524 -1.935 0.122 0.09
C 1.6224 -1.6113 1.5786 -1.016 -0.994 1.678 -0.60
C 0.5980 -1.8017 0.4678 0.953 0.207 -0.895 -0.43
N -1.3491 2.5098 -1.1849 -0.988 -0.064 1.261 -0.68
H 1.3883 0.5606 -1.4172 -0.554 0.415 0.212 0.28
H -2.1222 0.0895 0.8977 -0.059 -0.051 -1.266 0.29
H 2.2260 -0.6672 1.5347 -0.726 -0.952 -0.037 0.22
H 2.2569 -2.5138 1.5152 0.075 0.682 0.339 0.23
H 1.0180 -1.7158 2.5168 1.120 0.543 -0.254 0.22
H -0.1299 -2.6257 0.5458 0.474 0.343 0.335 0.25
H 1.2859 -2.0084 -0.3386 -0.366 -0.545 -1.012 0.23
H -2.2849 2.6682 -0.6943 1.272 -0.301 -0.982 0.47
H -1.4493 2.7070 -2.2025 0.268 -0.723 0.506 0.47
H -0.7096 3.1669 -0.7565 0.006 1.156 -0.305 0.46
```
Forces are in eV/Å.

Results
HOMO-LUMO gap   9.28 eV
LUMO level   -4.03 eV
Energy   -8898.130 eV
Maximum force   3.3 eV/Å
Charge   +1
Highest occupied orbital energy   -13.308 eV
SMILES   CC[C@@]12[C@H]3[C@]4([NH3+])[C@@H]1[C@@]342

No. 3
ORCA calculation (the ωB97M-V functional and the def2-TZVPD basis) on a cluster of 2 separate species, C4H16N3O in total in a non-equilibrium geometry.

Structure (XYZ):
```
24
Properties=species:S:1:pos:R:3:forces:R:3:nbo_charge:R:1
N -2.3754 -1.0347 0.2951 2.372 2.154 1.731 -0.74
C -1.3166 -1.8208 1.3454 -1.899 -1.282 -2.810 -0.14
C 0.0513 -1.7837 0.6443 -3.768 2.469 -2.668 -0.26
N 0.2440 -0.3019 0.5413 2.719 0.192 -1.856 -0.68
C 1.7429 0.0711 0.2850 -1.988 -1.143 1.810 -0.24
C 1.8311 1.5608 0.1798 -1.167 2.316 1.573 -0.24
N 1.5701 2.0681 -1.1894 -0.639 0.227 -0.081 -0.90
H -2.9937 -1.6220 -0.1767 -1.323 -1.514 -0.669 0.42
H -1.9865 -0.3608 -0.4293 0.270 -0.774 0.905 0.47
H -2.8845 -0.4004 0.9142 -0.352 -0.236 -0.220 0.43
H -1.8693 -2.8245 1.3931 1.170 1.355 0.365 0.23
H -1.3662 -1.2172 2.2379 0.078 -0.064 0.191 0.24
H -0.0457 -2.2294 -0.3897 0.102 0.063 1.030 0.19
H 0.7178 -2.3561 1.1660 2.174 -0.890 1.577 0.23
H -0.1224 0.0750 -0.3733 -0.121 -0.982 1.332 0.39
H 2.2219 -0.3562 1.1888 0.307 0.654 -0.604 0.21
H 2.1402 -0.4203 -0.5970 0.056 -0.188 -0.258 0.19
H 2.8176 1.8947 0.5025 0.059 -0.026 0.219 0.20
H 1.0419 2.0511 0.9448 1.764 -1.128 -1.766 0.21
H 1.4228 3.1014 -1.2804 0.703 -1.404 0.451 0.39
H 2.3484 1.7582 -1.7711 -0.358 0.493 -0.117 0.38
H -0.5248 1.8322 -1.5325 -0.082 -0.689 1.135 0.52
H -1.3817 1.1251 -2.4596 -0.456 -0.371 2.324 0.49
O -1.2834 1.1901 -1.4394 0.379 0.768 -3.594 -1.00
```
Forces are in eV/Å.

Results
HOMO-LUMO gap   9.82 eV
LUMO level   -2.96 eV
Energy   -10917.761 eV
Maximum force   5.2 eV/Å
Charge   +1
Highest occupied orbital energy   -12.780 eV

No. 4
ORCA calculation (the ωB97M-V functional and the def2-TZVPD basis) on a cluster of 10 separate species, C22H50N6O24 in total in a non-equilibrium geometry.

Structure (XYZ):
```
102
Properties=species:S:1:pos:R:3:forces:R:3:mulliken_charge:R:1
C 3.4561 0.9497 0.7110 -1.330 2.136 -0.814 0.11
C 4.0049 0.5443 2.0096 0.134 -0.610 0.937 -0.62
O 2.7662 0.3969 2.8712 1.481 0.333 -1.830 0.01
C 3.0144 0.3112 4.1374 -0.938 0.277 0.493 0.51
O 2.1227 0.3593 4.9588 0.496 -0.012 0.044 -0.53
O 4.3081 0.1914 4.3768 0.478 -0.472 3.095 -0.34
C 4.4762 -0.0185 5.8586 1.812 0.716 -1.305 -0.74
H 3.0357 0.1403 0.1233 -0.102 -0.118 0.103 -0.55
H 4.1536 1.5122 0.0883 0.266 -0.260 0.063 0.56
H 2.6467 1.7180 0.9432 0.807 -1.020 -0.505 -0.20
H 4.7140 1.2711 2.4768 -0.937 -0.434 -0.451 0.48
H 4.5227 -0.4335 1.9766 -0.358 0.430 0.161 0.32
H 4.1092 0.8494 6.3794 -0.548 0.043 0.133 0.30
H 5.5662 -0.0474 6.0735 -0.696 -0.277 -0.561 0.27
H 3.9902 -0.9385 6.0980 -0.298 -0.371 0.407 0.30
C -2.0910 5.5609 -2.9728 1.232 1.904 -0.250 -1.04
C -2.8975 4.7858 -3.9984 1.397 -0.723 0.465 -0.18
O -2.1435 3.5190 -4.1985 -0.535 0.096 -0.374 -0.22
C -1.2181 3.4612 -5.1421 1.896 0.117 -0.838 0.68
O -0.8938 4.3045 -5.9546 -0.841 -0.322 0.609 -0.63
O -0.5528 2.2837 -5.0153 -0.928 -0.116 0.543 -0.23
C 0.4972 1.8804 -5.9218 -0.261 0.593 1.436 -0.86
H -2.6187 6.3894 -2.4987 -0.671 -0.366 0.129 0.40
H -1.2134 6.1702 -3.3683 -0.858 -1.249 -0.216 0.32
H -1.6744 4.9290 -2.1969 -0.261 -0.271 0.126 0.15
H -2.9963 5.2959 -4.9481 -0.087 0.017 -0.120 0.41
H -3.8467 4.4331 -3.6017 -0.005 0.192 -0.083 0.20
H 0.3362 0.8414 -6.1190 -0.158 -0.470 -0.383 0.24
H 1.4432 1.9893 -5.4087 0.234 -0.003 0.237 0.25
H 0.5110 2.5159 -6.7606 -0.159 0.524 -1.250 0.50
C 0.8283 2.2927 -1.8767 -0.802 -1.325 -0.612 -0.55
C 0.0199 0.9868 -2.0480 0.444 0.661 1.521 -0.12
O 0.7033 -0.2076 -1.4926 -0.668 1.090 0.197 0.08
C 0.4548 -0.4408 -0.2069 0.285 -0.411 0.251 0.13
O -0.2246 0.2432 0.5411 0.835 -0.917 -0.539 0.05
O 1.1413 -1.5819 0.1096 -0.999 1.131 0.911 -0.06
C 0.9928 -1.9712 1.5153 0.783 -0.770 -0.790 0.64
H 0.2186 3.0831 -2.3355 0.232 -0.071 0.270 0.12
H 1.7288 2.1667 -2.4576 0.609 0.346 0.103 0.25
H 0.9930 2.4803 -0.8158 0.134 0.167 -0.175 -0.07
H -0.1707 0.7109 -3.0401 0.057 -0.168 -1.509 0.53
H -0.9378 1.1694 -1.5800 -0.253 -0.554 0.398 -0.23
H 1.4580 -1.2339 2.1666 -0.508 0.045 -0.073 -0.71
H 1.5813 -2.8997 1.5832 -0.201 0.269 -0.016 0.36
H -0.0397 -2.2167 1.7556 0.047 0.408 0.018 -0.34
C 0.9470 -3.9006 -2.4573 -0.961 0.880 -0.330 -0.77
C 1.2814 -4.7452 -1.2357 0.775 1.774 0.516 -0.37
O 0.1007 -4.6184 -0.3964 -0.742 -0.565 -0.309 -0.13
C 0.0856 -5.2926 0.7583 1.682 1.159 -1.483 0.66
O 1.0579 -5.8692 1.1488 0.500 -1.054 0.797 -0.61
O -1.0319 -5.0953 1.4124 -0.739 -0.816 0.515 -0.19
C -0.9519 -5.6586 2.7527 0.225 1.281 -0.096 -0.76
H 1.7816 -3.6685 -3.1374 -0.176 -0.626 0.241 0.34
H 0.5502 -2.8910 -2.1915 0.404 -0.778 0.275 -0.02
H 0.0955 -4.3597 -3.0065 0.758 0.068 0.099 0.35
H 2.1549 -4.3360 -0.6548 -0.816 -0.221 -0.511 0.14
H 1.5682 -5.7540 -1.4982 -0.522 -0.482 0.171 0.55
H -0.6324 -6.6854 2.7827 0.006 -0.336 -0.311 0.31
H -1.9285 -5.5175 3.1863 -0.246 -0.023 0.075 0.24
H -0.2115 -5.0324 3.2523 -0.111 -0.271 0.408 0.28
C -0.0573 -0.5200 6.3585 -0.741 0.742 1.227 -0.88
N -0.1900 -0.9898 4.9855 0.020 -0.432 -0.141 1.12
O 0.4203 -1.9431 4.6240 1.525 -2.263 0.240 -0.55
O -0.8927 -0.3972 4.2229 -1.695 1.737 -0.513 -0.59
H -0.0598 0.5533 6.2315 0.577 0.228 0.313 0.31
H 0.8264 -0.9376 6.8539 -0.364 0.233 -0.458 0.27
H -0.9809 -0.6987 6.9437 0.408 -0.481 -0.593 0.30
C -2.9913 -2.8354 0.7361 -0.765 0.978 0.542 -0.85
N -2.8516 -2.3967 -0.6615 -1.186 -1.320 0.707 1.15
O -1.7836 -2.0387 -1.0091 2.529 1.332 -1.012 -0.45
O -3.8039 -2.5516 -1.3878 -0.758 0.100 -0.402 -0.64
H -3.0187 -3.9052 0.6996 -0.098 -0.471 0.133 0.33
H -3.9286 -2.3791 1.0685 0.179 -0.439 0.108 0.41
H -2.1553 -2.4654 1.3231 -0.005 -0.073 -0.193 0.02
C -3.1650 1.4145 1.3238 0.310 0.026 -0.774 -0.55
N -4.5250 0.8484 0.9862 4.061 -2.490 -1.066 1.00
O -5.4524 1.3673 1.4435 -3.394 2.064 1.254 -0.61
O -4.5258 -0.2402 0.4144 -0.167 0.259 -0.390 -0.60
H -2.9633 0.9309 2.2707 0.155 0.246 0.391 0.42
H -3.3153 2.4879 1.3788 0.224 -0.017 0.255 0.39
H -2.3347 1.1411 0.6303 -1.124 0.053 0.254 -0.08
C -0.2243 2.4943 3.1687 0.866 -1.773 -0.139 -0.54
N 0.4235 3.3213 2.1531 1.338 1.219 0.552 1.09
O 1.6117 3.5906 2.3633 -0.803 -0.376 -0.683 -0.60
O -0.2452 3.7956 1.2613 0.088 -0.386 -0.123 -0.57
H -0.2415 1.4429 2.8102 -0.150 0.691 -0.100 -0.03
H -1.2048 2.8843 3.2684 -0.840 0.179 0.470 0.35
H 0.4291 2.4776 4.0444 -0.441 0.318 -0.058 0.29
C 4.0002 -1.3324 -2.7674 -0.489 0.595 1.465 -0.46
N 3.1637 -0.5839 -3.7367 0.543 -1.136 -1.065 1.06
O 2.3122 -1.1746 -4.3734 -0.102 0.248 0.488 -0.55
O 3.5310 0.5495 -3.9388 -0.393 0.681 0.134 -0.57
H 3.8096 -2.3863 -2.6972 -0.384 -0.326 -0.518 0.23
H 3.7659 -0.8942 -1.7836 0.199 -0.081 -0.379 -0.01
H 5.0140 -1.1081 -3.0287 0.485 0.045 -0.086 0.36
C -4.1137 0.5420 -3.0811 0.849 0.765 0.815 -0.58
N -4.3389 1.9392 -2.5375 -0.933 -1.600 -0.859 0.87
O -5.3636 2.4973 -2.8287 -0.968 0.443 -0.545 -0.61
O -3.5194 2.3935 -1.8099 1.779 0.656 1.432 -0.36
H -3.0221 0.5128 -3.2799 -0.897 -0.287 -0.236 0.13
H -4.8089 0.4046 -3.8863 0.124 -0.037 -0.551 0.33
H -4.3726 -0.1333 -2.2679 0.141 -0.029 0.091 0.24
```
Forces are in eV/Å.

Results
HOMO-LUMO gap   10.58 eV
LUMO level   0.17 eV
Energy   -81688.692 eV
Maximum force   4.9 eV/Å
Highest occupied orbital energy   -10.411 eV
SMILES   C[N+](=O)[O-].C[N+](=O)[O-].C[N+](=O)[O-].C[N+](=O)[O-].C[N+](=O)[O-].C[N+](=O)[O-].CCOC(=O)OC.CCOC(=O)OC.CCOC(=O)OC.CCOC(=O)OC